Record 1
This record from the OMol25 dataset describes a structure of composition C2H3BrINO at a distorted geometry. The level of theory is ωB97M-V with the def2-TZVPD basis set.

The energy relative to the best compared isomer or geometry (same formula, charge and spin) is 45.2 kcal/mol. The HOMO energy is -0.3310 Eh. The LUMO energy comes out at -0.0328 Ha. The calculation puts the total energy at -3079.61309 Eh.

```
9
Properties=species:S:1:pos:R:3:forces:R:3:lowdin_charge:R:1
C -0.092 -0.181 -0.026 -0.35 -1.53 -1.54 -0.647
C 1.373 0.236 0.093 -2.62 -1.69 -1.17 0.022
N -0.388 -1.438 -0.043 1.08 1.79 0.56 -0.396
O -0.809 0.948 -0.229 1.41 -0.48 0.15 -0.731
Br -2.151 -1.932 -0.021 -0.72 -0.54 -0.16 0.567
I -2.669 1.379 -0.020 -1.51 0.55 0.23 0.968
H 2.002 -0.478 -0.379 0.65 -0.94 0.58 0.085
H 1.311 0.386 1.119 1.59 0.54 2.02 0.076
H 1.424 1.081 -0.494 0.45 2.31 -0.68 0.056
```
Positions in Å, forces in eV/Å.



Record 2
This record from the OMol25 dataset describes a cluster of 2 separate species, C2H3BrN2O in total at a distorted geometry. The level of theory is ωB97M-V with the def2-TZVPD basis set.

The energy relative to the best compared isomer or geometry (same formula, charge and spin) is 25.2 kcal/mol. The HOMO energy is -0.3467 Eh. The LUMO energy comes out at -0.0278 Ha. The calculation puts the total energy at -2836.66130 Eh.

```
9
Properties=species:S:1:pos:R:3:forces:R:3:lowdin_charge:R:1
C 1.791 -0.670 0.089 3.60 -1.20 1.00 -0.040
C -0.363 0.578 -0.838 -0.50 3.93 -2.35 -0.582
N -0.967 -0.351 1.173 0.60 -0.11 -1.04 0.159
N -0.200 -0.204 0.200 -2.46 -3.81 4.78 -0.289
O 2.258 -1.231 0.982 -1.37 0.76 -1.17 0.041
Br -1.683 2.183 -0.566 1.02 -1.10 -0.31 0.454
H -0.790 -0.022 -1.635 -0.13 0.14 -0.23 0.092
H 0.652 0.949 -1.115 -1.11 0.16 -0.11 0.066
H -0.699 -1.232 1.710 0.36 1.22 -0.59 0.100
```
Positions in Å, forces in eV/Å.



Record 3
This record from the OMol25 dataset describes a structure of composition C2H3BrN2S at a distorted geometry. The level of theory is ωB97M-V with the def2-TZVPD basis set.

The energy relative to the best compared isomer or geometry (same formula, charge and spin) is 7.8 kcal/mol. The HOMO energy is -0.3664 Eh. The LUMO energy comes out at 0.0201 Ha. The calculation puts the total energy at -3159.69386 Eh.

```
9
Properties=species:S:1:pos:R:3:forces:R:3:lowdin_charge:R:1
C -0.760 0.144 -1.276 -0.66 -2.97 -4.78 -0.443
C -1.117 0.038 0.811 -1.35 1.20 1.12 -0.332
N -0.878 0.877 -0.269 0.56 0.46 1.53 -0.002
N -1.372 -1.215 0.575 0.34 0.31 3.03 -0.380
S -1.109 -1.601 -0.929 0.52 1.65 -1.87 0.935
Br 4.113 0.074 1.201 -0.07 0.04 -0.05 0.297
H -0.721 0.340 -2.411 0.37 0.48 2.14 0.095
H -1.262 0.558 1.804 0.25 -1.13 -1.15 0.128
H 3.106 0.785 0.493 0.05 -0.04 0.04 -0.299
```
Positions in Å, forces in eV/Å.



Record 4
This record from the OMol25 dataset describes a cluster of 2 separate species, C2H3BrNP in total at a distorted geometry. The level of theory is ωB97M-V with the def2-TZVPD basis set.

The energy relative to the best compared isomer or geometry (same formula, charge and spin) is 49.0 kcal/mol. The HOMO energy (alpha / beta) is -0.3171 / -0.3563 Eh. The LUMO energy (alpha / beta) comes out at -0.0577 / -0.0530 Ha. The calculation puts the total energy at -3048.03202 Eh.

```
8
Properties=species:S:1:pos:R:3:forces:R:3:lowdin_charge:R:1
C -0.449 1.445 -0.103 0.69 0.83 -0.09 -0.381
C -1.366 0.450 0.055 -0.41 -0.79 0.16 0.014
N 0.337 2.288 -0.242 0.01 0.06 0.02 0.157
P 1.301 -1.489 -0.736 -0.42 -0.06 -0.36 0.243
Br 2.914 -0.627 0.426 0.31 0.26 0.23 0.086
H -1.479 -0.041 1.007 0.03 -0.03 0.08 0.059
H -2.053 0.226 -0.738 -0.10 -0.09 -0.19 0.057
H 0.794 -2.253 0.331 -0.11 -0.17 0.15 -0.235
```
Positions in Å, forces in eV/Å.



Record 5
This record from the OMol25 dataset describes a cluster of 2 separate species, C2H3BrO in total at a distorted geometry. The level of theory is ωB97M-V with the def2-TZVPD basis set.

The energy relative to the best compared isomer or geometry (same formula, charge and spin) is 89.9 kcal/mol. The HOMO energy (alpha / beta) is -0.3300 / -0.3361 Eh. The LUMO energy (alpha / beta) comes out at -0.0530 / -0.0009 Ha. The calculation puts the total energy at -2727.11271 Eh.

```
7
Properties=species:S:1:pos:R:3:forces:R:3:lowdin_charge:R:1
C 0.634 -1.652 0.842 0.77 -1.98 -3.28 -0.649
C -0.761 1.220 -0.855 2.78 0.02 1.40 0.091
O 1.144 -2.296 -0.018 -1.24 1.72 2.41 -0.011
Br 1.329 -1.011 2.481 0.45 0.30 0.83 0.646
H -0.042 1.480 -0.026 -0.40 -0.66 -1.55 0.012
H -1.697 1.530 -0.638 -2.99 0.86 0.47 -0.071
H -0.606 0.729 -1.785 0.65 -0.27 -0.27 -0.018
```
Positions in Å, forces in eV/Å.



Record 6
This record from the OMol25 dataset describes an isolated molecule of C2H3BrO at a distorted geometry. The level of theory is ωB97M-V with the def2-TZVPD basis set.

The energy relative to the best compared isomer or geometry (same formula, charge and spin) is 67.7 kcal/mol. The HOMO energy is -0.3509 Eh. The LUMO energy comes out at 0.0035 Ha. As for the structure (SMILES): C=COBr. The calculation puts the total energy at -2727.14798 Eh.

```
7
Properties=species:S:1:pos:R:3:forces:R:3:lowdin_charge:R:1
C -0.380 -0.342 -1.058 -0.12 0.06 0.00 0.011
C 0.355 -0.016 -0.033 -1.44 2.22 3.20 -0.154
O -0.317 0.922 1.127 1.03 -1.95 -3.73 -0.767
Br 0.322 0.626 2.762 0.40 -0.30 0.47 0.699
H 0.052 -0.917 -1.859 0.17 -0.09 -0.10 0.065
H -1.410 -0.053 -1.149 -0.25 0.11 0.09 0.070
H 1.379 -0.221 0.210 0.20 -0.05 0.07 0.076
```
Positions in Å, forces in eV/Å.



Record 7
This record from the OMol25 dataset describes an isolated molecule of C2H3BrOS at a distorted geometry. The level of theory is ωB97M-V with the def2-TZVPD basis set.

The energy relative to the best compared isomer or geometry (same formula, charge and spin) is 23.9 kcal/mol. The HOMO energy (alpha / beta) is -0.2662 / -0.3785 Eh. The LUMO energy (alpha / beta) comes out at -0.0205 / -0.1373 Ha. The calculation puts the total energy at -3125.27535 Eh. Its spin multiplicity is 3.

```
8
Properties=species:S:1:pos:R:3:forces:R:3:lowdin_charge:R:1
C -0.199 -0.835 -0.216 -0.04 0.77 -0.43 -0.927
C 0.015 0.532 0.296 0.01 -1.55 -1.72 -0.444
O 1.062 1.209 -0.265 3.94 0.63 -1.83 -0.088
S 0.421 -1.825 -1.262 0.17 -0.26 0.21 0.808
Br -1.837 -1.584 1.372 -0.78 -0.81 0.81 0.313
H -0.130 0.591 1.358 0.75 0.12 0.56 0.091
H -0.784 1.054 -0.129 -2.51 0.56 -0.31 0.105
H 1.451 0.858 -1.154 -1.55 0.54 2.70 0.141
```
Positions in Å, forces in eV/Å.



Record 8
This record from the OMol25 dataset describes a structure of composition C2H3BrOS at a distorted geometry. The level of theory is ωB97M-V with the def2-TZVPD basis set.

The energy relative to the best compared isomer or geometry (same formula, charge and spin) is 35.0 kcal/mol. The HOMO energy (alpha / beta) is -0.2797 / -0.3729 Eh. The LUMO energy (alpha / beta) comes out at 0.0206 / -0.0744 Ha. The calculation puts the total energy at -3125.25763 Eh. Its spin multiplicity is 3.

```
8
Properties=species:S:1:pos:R:3:forces:R:3:lowdin_charge:R:1
C -2.755 -0.826 -0.002 0.05 0.18 0.05 -1.138
C 0.547 0.433 0.150 -3.10 -1.32 1.79 -0.195
O 1.678 0.725 0.092 2.14 0.67 -0.42 0.023
S -3.161 -2.418 -0.298 -0.94 -0.99 -0.05 0.649
Br -4.175 0.216 0.222 -0.92 1.83 0.37 0.670
H -0.173 0.388 -0.689 0.29 0.21 -0.34 0.065
H 0.042 0.108 1.149 0.66 0.44 -1.03 0.096
H -1.944 -2.764 -0.479 1.83 -1.02 -0.37 -0.171
```
Positions in Å, forces in eV/Å.